Below is 3 unconnected molecules or ions with the total composition C20H47FN6O5P, with properties calculated with ωB97M-V/def2-TZVPD.

Orbital gap   8.536 eV
Total energy   -1936.0424 Eh
Net charge   +1
Multiplicity   1
E_LUMO   -2.73 eV

Each atom is followed by the atoms it is bonded to, with distances in Å.
Cartesian coordinates (Å):
1 P -0.13842 -2.28982 -5.09207  O4 1.584, O5 1.447, O6 1.590, N12 1.732
2 F 3.12980 -2.44669 -1.34251  C27 1.417
3 O 1.68423 -1.82998 2.43589  C14 1.406, C29 1.420
4 O -1.64844 -2.09521 -4.65505  P1 1.584, H65 0.966
5 O 0.23894 -1.69802 -6.35794  P1 1.447
6 O 0.13514 -3.85100 -4.96038  P1 1.590, H39 0.966
7 O -1.09126 2.41265 2.69114  C17 1.408, C20 1.419
8 N 1.23473 -0.06318 -2.13420  N10 1.368, C24 1.340, H61 1.011
9 N -3.16904 3.99770 1.49407  C22 1.467, H47 1.016, H79 1.017
10 N 0.66178 1.14621 -1.85160  N8 1.368, C23 1.328, H41 1.007
11 N 2.63333 -1.61258 5.18609  C18 1.463, H44 1.016, H46 1.015
12 N 0.82660 -1.70645 -3.77771  P1 1.732, C24 1.338, C28 1.469
13 N -0.41411 0.30171 -3.54923  C23 1.323, C24 1.332
14 C 2.43373 -1.13441 1.47134  O3 1.406, H49 1.092, H70 1.097, H80 1.094
15 C 4.58910 -1.86935 3.75992  C18 1.526, H36 1.092, H42 1.091, H71 1.088
16 C -1.31799 -0.74895 1.54091  C31 1.529, H34 1.088, H53 1.087, H59 1.089
17 C 0.20988 2.60420 2.18753  O7 1.408, H56 1.092, H57 1.093, H75 1.098
18 C 3.27944 -2.50195 4.22024  N11 1.463, C15 1.526, C29 1.533, H74 1.094
19 C 2.28256 -4.57357 -2.01892  C27 1.522, H48 1.089, H51 1.087, H69 1.087
20 C -1.64945 3.50686 3.40167  O7 1.419, C22 1.533, H45 1.097, H54 1.092
21 C -2.65014 0.41044 -0.23708  C30 1.537, C31 1.534, H50 1.091, H72 1.093
22 C -2.26544 4.57770 2.49404  N9 1.467, C20 1.533, C33 1.525, H35 1.093
23 C -0.32039 1.33319 -2.72567  N10 1.328, N13 1.323, C26 1.487
24 C 0.54747 -0.54254 -3.17971  N8 1.340, N12 1.338, N13 1.332
25 C -3.32857 1.11074 -2.65365  C30 1.539, C32 1.540, H62 1.087, H64 1.090
26 C -1.13853 2.57142 -2.81024  C23 1.487, C32 1.553, H55 1.093, H73 1.090
27 C 2.05627 -3.06835 -2.02745  F2 1.417, C19 1.522, C28 1.532, H58 1.092
28 C 2.05354 -2.43013 -3.41997  N12 1.469, C27 1.532, H38 1.092, H77 1.084
29 C 2.34973 -2.91071 3.07260  O3 1.420, C18 1.533, H37 1.092, H40 1.099
30 C -3.70363 0.37262 -1.35611  C21 1.537, C25 1.539, H63 1.092, H68 1.091
31 C -2.16393 -0.94849 0.28276  C16 1.529, C21 1.534, H52 1.091, H76 1.097
32 C -2.63692 2.46554 -2.41438  C25 1.540, C26 1.553, H60 1.089, H66 1.089
33 C -1.24488 5.46421 1.78773  C22 1.525, H43 1.091, H67 1.091, H78 1.089
34 H -1.30887 -1.64713 2.15483  C16 1.088
35 H -2.86558 5.22325 3.14096  C22 1.093
36 H 5.02386 -2.41467 2.91971  C15 1.092
37 H 1.55172 -3.53480 3.48000  C29 1.092
38 H 2.88760 -1.72600 -3.46557  C28 1.092
39 H -0.61823 -4.33473 -4.59744  O6 0.966
40 H 2.88846 -3.50921 2.32500  C29 1.099
41 H 0.97154 1.75218 -1.10879  N10 1.007
42 H 4.44962 -0.82978 3.46091  C15 1.091
43 H -0.78805 4.95430 0.93803  C33 1.091
44 H 2.24187 -0.82008 4.68547  N11 1.016
45 H -0.90619 3.93605 4.08462  C20 1.097
46 H 1.83652 -2.07737 5.61004  N11 1.015
47 H -3.94014 3.52831 1.95960  N9 1.016
48 H 3.29266 -4.77054 -1.66289  C19 1.089
49 H 3.09736 -1.79733 0.91274  C14 1.092
50 H -3.05347 0.95392 0.61874  C21 1.091
51 H 2.18732 -5.00862 -3.01071  C19 1.087
52 H -3.02952 -1.57570 0.49893  C31 1.091
53 H -0.28629 -0.52550 1.28109  C16 1.087
54 H -2.44455 3.07505 4.01262  C20 1.092
55 H -0.65315 3.32545 -2.18613  C26 1.093
56 H 0.67549 1.61891 2.11214  C17 1.092
57 H 0.81445 3.22556 2.85367  C17 1.093
58 H 1.15711 -2.80528 -1.46595  C27 1.092
59 H -1.73248 0.06635 2.13134  C16 1.089
60 H -3.14395 3.22299 -3.00999  C32 1.089
61 H 2.01516 -0.43735 -1.61114  N8 1.011
62 H -2.73257 0.47636 -3.30438  C25 1.087
63 H -3.97541 -0.65886 -1.58992  C30 1.092
64 H -4.25456 1.28885 -3.20025  C25 1.090
65 H -1.81200 -2.11667 -3.70346  O4 0.966
66 H -2.76211 2.78110 -1.37984  C32 1.089
67 H -0.45023 5.77784 2.46661  C33 1.091
68 H -4.60923 0.84675 -0.97514  C30 1.091
69 H 1.59048 -5.07472 -1.34717  C19 1.087
70 H 1.71381 -0.68807 0.77495  C14 1.097
71 H 5.30989 -1.87199 4.57546  C15 1.088
72 H -1.76318 0.96390 -0.55636  C21 1.093
73 H -1.04621 2.91879 -3.83936  C26 1.090
74 H 3.52863 -3.42657 4.74891  C18 1.094
75 H 0.20051 3.06442 1.19094  C17 1.098
76 H -1.58443 -1.43342 -0.51230  C31 1.097
77 H 2.23466 -3.16084 -4.19941  C28 1.084
78 H -1.73249 6.35725 1.40039  C33 1.089
79 H -2.66221 3.25603 1.01745  N9 1.017
80 H 3.02128 -0.32218 1.90900  C14 1.094

Atom charges from the Mulliken analysis, given in e for atoms 1 to 4: number 1, P, carries 0.695; number 2, F, carries -0.388; number 3, O, carries -0.191; number 4, O, carries -0.451



Below is 2 unconnected molecules or ions with the total composition C5H6FNO2S2 in a non-equilibrium geometry, with properties calculated with ωB97M-V/def2-TZVPD.

Orbital gap   8.494 eV
Total energy   -1295.5663 Eh
SMILES string   C[C@@](F)(C#N)C=S.O=C(O)S
Net charge   0
Multiplicity   1
E_LUMO   -1.27 eV

Each atom is followed by the atoms it is bonded to, with distances in Å.
Cartesian coordinates (Å):
1 S -0.26315 2.64164 -1.81364  C7 1.799, H12 1.338
2 S -1.52351 -1.46228 1.92669  C9 1.603
3 F 1.85989 -0.57577 0.40417  C10 1.388
4 O -0.29630 3.99265 0.47607  C7 1.193
5 O -1.76035 2.32437 0.33389  C7 1.342, H14 0.964
6 N -0.20021 -0.68954 -2.20971  C11 1.156
7 C -0.77493 3.09627 -0.14963  S1 1.799, O4 1.193, O5 1.342
8 C 0.93329 -2.75311 0.36260  C10 1.517, H15 1.092, H16 1.092, H17 1.092
9 C -0.32580 -0.67788 1.20619  S2 1.603, C10 1.525, H13 1.092
10 C 0.67124 -1.26667 0.21387  F3 1.388, C8 1.517, C9 1.525, C11 1.484
11 C 0.18759 -0.94119 -1.15037  N6 1.156, C10 1.484
12 H 0.66659 3.60160 -1.88584  S1 1.338
13 H -0.14421 0.38511 1.38076  C9 1.092
14 H -2.03021 1.65376 -0.30447  O5 0.964
15 H 1.66878 -3.06688 -0.38074  C8 1.092
16 H 0.00970 -3.31844 0.22511  C8 1.092
17 H 1.32160 -2.94364 1.36504  C8 1.092

Atom charges from the natural (NBO) analysis, given in e for atoms 1 to 4: number 1, S, carries -0.071; number 2, S, carries 0.155; number 3, F, carries -0.331; number 4, O, carries -0.559



Below is 5 unconnected molecules or ions with the total composition C17H36INO9P, with properties calculated with ωB97M-V/def2-TZVPD.

Orbital gap   4.120 eV
Total energy   -2040.3301 Eh
Relative energy (zero: lowest compared OMol25 entry of this formula, charge and spin)   0.0 kJ/mol
Net charge   -1
Multiplicity   1
E_LUMO   1.76 eV

Each atom is followed by the atoms it is bonded to, with distances in Å.
Cartesian coordinates (Å):
1 I -8.43621 -1.56558 -1.94799  P2 3.031, N12 2.060
2 P -5.50446 -0.83553 -1.70491  I1 3.031, O5 1.699, N12 1.664, C28 1.857
3 O 4.75145 0.47829 4.05736  C19 1.345, C20 1.431
4 O 3.26510 5.10166 -0.21896  C24 1.202
5 O -4.60591 0.44406 -2.37061  P2 1.699, H60 0.970
6 O -0.42692 0.99650 -0.71270  C25 1.351, C27 1.428
7 O -4.63600 -5.39684 -1.73966  C29 1.196
8 O -5.11644 -5.33892 -3.87203  C14 1.422, C29 1.347
9 O 5.44009 2.48304 3.51749  C19 1.201
10 O 4.10882 4.88990 1.79018  C17 1.433, C24 1.341
11 O -2.43655 0.66830 0.10659  C25 1.197
12 N -6.61931 -1.25291 -2.86740  I1 2.060, P2 1.664
13 C 5.70192 -1.62047 4.86449  C20 1.514, H45 1.090, H56 1.090, H64 1.090
14 C -5.12835 -5.91456 -5.17186  O8 1.422, C16 1.515, H42 1.092, H57 1.089
15 C 3.28887 4.57708 4.06957  C17 1.512, H48 1.091, H49 1.083, H53 1.092
16 C -6.43783 -6.61817 -5.46478  C14 1.515, H30 1.089, H37 1.091, H52 1.091
17 C 4.24179 5.31084 3.15322  O10 1.433, C15 1.512, H35 1.087, H41 1.092
18 C -4.60959 -7.51493 -2.81180  C29 1.515, H44 1.087, H50 1.089, H55 1.088
19 C 5.63285 1.29935 3.46005  O3 1.345, O9 1.201, C23 1.510
20 C 4.76260 -0.94290 3.88898  O3 1.431, C13 1.514, H61 1.090, H62 1.088
21 C 2.06709 6.23996 1.48209  C24 1.511, H31 1.087, H59 1.087, H63 1.089
22 C -2.05696 2.85710 -0.72387  C25 1.513, H34 1.087, H40 1.087, H58 1.089
23 C 6.86466 0.72574 2.80146  C19 1.510, H33 1.089, H39 1.086, H51 1.087
24 C 3.19986 5.39636 0.94428  O4 1.202, O10 1.341, C21 1.511
25 C -1.67719 1.42231 -0.42914  O6 1.351, O11 1.197, C22 1.513
26 C 1.26931 2.75300 -0.69978  C27 1.514, H36 1.091, H38 1.088, H54 1.091
27 C 0.48837 1.74391 -1.51516  O6 1.428, C26 1.514, H46 1.089, H65 1.091
28 C -4.21760 -2.15736 -1.91520  P2 1.857, H32 1.083, H43 1.085, H47 1.089
29 C -4.75942 -6.00867 -2.75972  O7 1.196, O8 1.347, C18 1.515
30 H -7.26861 -5.92635 -5.33133  C16 1.089
31 H 2.32439 6.81792 2.36621  C21 1.087
32 H -4.65936 -3.12390 -1.70489  C28 1.083
33 H 7.67232 0.70140 3.53182  C23 1.089
34 H -1.54437 3.28708 -1.58112  C22 1.087
35 H 5.26760 5.07018 3.41853  C17 1.087
36 H 0.61190 3.50526 -0.26229  C26 1.091
37 H -6.45039 -6.99055 -6.49049  C16 1.091
38 H 2.00798 3.26405 -1.31309  C26 1.088
39 H 7.14819 1.38620 1.98673  C23 1.086
40 H -3.12370 2.89060 -0.92939  C22 1.087
41 H 4.13784 6.39511 3.23247  C17 1.092
42 H -4.26538 -6.56828 -5.31737  C14 1.092
43 H -3.42446 -1.92230 -1.21310  C28 1.085
44 H -3.87401 -7.80525 -2.06658  C18 1.087
45 H 5.64036 -2.70363 4.75970  C13 1.090
46 H 1.16711 0.99997 -1.92968  C27 1.089
47 H -3.82753 -2.17697 -2.93208  C28 1.089
48 H 3.45802 4.86746 5.10743  C15 1.091
49 H 3.43188 3.50692 3.97884  C15 1.083
50 H -5.56580 -7.96944 -2.55666  C18 1.089
51 H 6.72488 -0.26949 2.38686  C23 1.087
52 H -6.60093 -7.46001 -4.79099  C16 1.091
53 H 2.24920 4.79563 3.81769  C15 1.092
54 H 1.78555 2.25289 0.12059  C26 1.091
55 H -4.27512 -7.89802 -3.77403  C18 1.088
56 H 6.73680 -1.31790 4.70294  C13 1.090
57 H -5.00269 -5.07263 -5.85046  C14 1.089
58 H -1.85163 3.46090 0.15933  C22 1.089
59 H 1.76641 6.93766 0.70503  C21 1.087
60 H -4.16745 0.86747 -1.61541  O5 0.970
61 H 4.97933 -1.20638 2.85366  C20 1.090
62 H 3.73846 -1.25464 4.08241  C20 1.088
63 H 1.22564 5.58770 1.71222  C21 1.089
64 H 5.43816 -1.35237 5.88721  C13 1.090
65 H -0.02462 2.20322 -2.36088  C27 1.091

Atom charges from the natural (NBO) analysis, given in e for atoms 1 to 4: number 1, I, carries 0.075; number 2, P, carries 1.109; number 3, O, carries -0.504; number 4, O, carries -0.587